# 1
Formula: C15H31IMgP2
Source: OMol25
Level of theory: ωB97M-V/def2-TZVPD

Element x y z (Å)
P (-1.14, 1.14, 0.70)
P (-0.28, 0.57, -2.34)
C (-0.11, 2.44, -0.15)
C (-0.41, 2.48, -1.65)
H (0.93, 2.09, 0.05)
H (-0.27, 3.43, 0.33)
H (-1.42, 2.94, -1.85)
H (0.35, 3.05, -2.20)
C (1.52, 0.65, -2.38)
H (1.91, -0.25, -2.85)
H (2.01, 0.77, -1.41)
H (1.76, 1.52, -3.01)
C (-0.51, 0.29, -4.10)
H (0.21, -0.49, -4.43)
H (-0.23, 1.22, -4.59)
H (-1.56, 0.06, -4.42)
C (-0.79, 1.81, 2.42)
H (-1.48, 1.35, 3.15)
H (-0.92, 2.91, 2.49)
H (0.22, 1.55, 2.74)
C (-2.87, 1.74, 0.74)
H (-3.37, 1.91, -0.24)
H (-2.88, 2.66, 1.35)
H (-3.42, 0.95, 1.29)
Mg (-2.48, 0.98, -1.94)
C (2.02, -1.72, -0.07)
C (2.88, -0.94, 0.64)
C (3.44, -1.10, 2.05)
C (2.37, -1.68, 2.99)
C (1.04, -0.99, 2.99)
C (-0.04, -1.42, 2.34)
C (-0.18, -2.15, 1.03)
C (1.07, -2.78, 0.42)
C (-3.00, -0.86, -1.17)
H (2.01, -1.68, -1.17)
H (3.44, -0.23, 0.02)
H (3.81, -0.15, 2.46)
H (4.28, -1.82, 2.12)
H (2.31, -2.77, 2.79)
H (2.72, -1.54, 4.03)
H (0.98, -0.08, 3.61)
H (-1.02, -0.93, 2.51)
H (-0.61, -1.44, 0.29)
H (-1.00, -2.89, 1.11)
H (1.46, -3.50, 1.15)
H (0.78, -3.40, -0.44)
H (-3.92, -1.16, -1.73)
H (-3.30, -0.82, -0.11)
H (-2.30, -1.70, -1.25)
I (-4.05, 0.00, -4.32)

Results
HOMO level: -7.338 eV
ΔE to the lowest compared entry with this formula, charge and spin: 239.3 kJ/mol
charge: 0
gap between HOMO and LUMO: 0.256 hartree

***

# 2
Formula: C7H6F4N2O
Source: OMol25
Level of theory: ωB97M-V/def2-TZVPD

Element x y z (Å)
C (-0.29, -0.06, -2.18)
C (-1.56, 0.95, 1.84)
C (-1.90, 1.78, 0.85)
C (1.84, -1.20, 0.57)
C (-0.64, 1.10, -1.36)
C (-1.92, 1.39, -0.59)
C (2.66, -2.45, 0.54)
N (0.26, -0.21, -1.02)
N (1.14, -1.00, -0.51)
O (-0.22, -0.43, -3.32)
F (0.13, 2.21, -1.59)
F (3.52, -2.50, 1.61)
F (1.81, -3.47, 0.65)
F (3.36, -2.53, -0.54)
H (-1.55, 1.10, 2.95)
H (-1.18, 0.03, 1.48)
H (-2.35, 2.77, 1.03)
H (1.99, -0.48, 1.42)
H (-2.83, 0.67, -0.83)
H (-2.29, 2.34, -1.02)

Results
HOMO level: -10.145 eV
ΔE to the lowest compared entry with this formula, charge and spin: 345.1 kJ/mol
charge: 0
SMILES: C=CC[C@]1(F)C(=O)N1/N=C/C(F)(F)F
gap between HOMO and LUMO: 0.364 hartree

***

# 3
Formula: C19H34N2O4
Source: OMol25
Level of theory: ωB97M-V/def2-TZVPD

Element x y z (Å)
C (-1.82, -3.67, 0.55)
C (-0.65, -3.13, 1.39)
H (-0.26, -3.82, 2.01)
H (-1.14, -2.33, 1.97)
O (0.31, -2.73, 0.50)
C (1.13, -3.49, 0.23)
O (1.07, -4.72, 0.52)
C (2.25, -2.69, -0.77)
N (2.09, -1.25, -0.75)
C (3.15, -0.52, -0.19)
O (4.08, -0.67, 0.35)
C (2.68, 1.12, -0.49)
N (1.65, 1.24, 0.28)
C (0.38, 1.36, 0.01)
O (0.10, 0.66, -1.20)
C (-0.75, 1.86, 1.01)
C (-1.49, 0.65, 1.61)
C (-2.50, 0.06, 0.65)
C (-3.28, 1.23, -0.18)
C (-2.55, 2.21, -0.72)
C (-1.63, 2.87, 0.03)
H (-1.08, 3.68, -0.27)
H (-2.18, 3.55, 0.91)
H (-2.00, 1.71, -1.43)
H (-3.17, 3.07, -1.57)
C (-4.26, 0.47, -1.11)
C (-5.39, -0.61, -0.42)
H (-4.91, -1.11, 0.06)
H (-6.17, -0.85, -1.05)
H (-5.92, 0.12, 0.38)
H (-3.75, -0.04, -1.85)
H (-4.88, 1.20, -1.80)
H (-3.95, 1.68, 0.68)
H (-1.88, -0.51, -0.22)
H (-3.08, -0.70, 1.10)
H (-0.83, 0.28, 2.07)
H (-2.10, 1.29, 2.18)
H (-0.15, 2.47, 1.93)
H (1.80, 1.85, 1.32)
H (2.38, 1.26, -1.35)
C (4.07, 1.85, 0.05)
C (3.60, 3.41, -0.42)
H (2.77, 3.74, -0.15)
H (3.51, 3.16, -1.71)
H (4.49, 4.03, -0.55)
C (4.52, 1.93, 1.36)
H (5.40, 2.39, 1.53)
H (3.76, 2.40, 1.99)
H (4.48, 1.08, 1.67)
H (4.71, 1.55, -0.59)
H (1.33, -0.81, -1.08)
C (2.25, -3.23, -2.12)
H (1.49, -2.92, -2.66)
H (2.35, -4.44, -1.94)
H (3.19, -2.96, -2.53)
H (3.28, -2.85, 0.03)
H (-1.50, -4.57, -0.18)
H (-2.29, -2.90, -0.17)
H (-2.69, -3.93, 1.07)

Results
HOMO level: -8.212 eV
ΔE to the lowest compared entry with this formula, charge and spin: 2024.8 kJ/mol
charge: 0
gap between HOMO and LUMO: 0.314 hartree

***

# 4
Formula: C22H32N2O3
Source: OMol25
Level of theory: ωB97M-V/def2-TZVPD

Element x y z (Å)
C (-2.02, -0.89, 2.57)
C (-1.81, -1.25, 1.11)
C (-2.48, -1.06, -0.09)
C (-1.61, -1.72, -1.11)
C (-0.52, -2.26, -0.61)
O (-0.53, -2.12, 0.92)
C (0.69, -3.27, -0.81)
N (1.77, -2.75, -1.45)
C (1.78, -1.91, -2.59)
C (1.43, -0.34, -2.19)
N (2.30, -0.10, -1.15)
C (2.26, -0.83, -0.07)
H (3.01, -0.13, 0.65)
C (2.54, -2.23, -0.21)
C (4.07, -2.30, -0.75)
H (4.31, -3.24, -1.09)
H (4.44, -1.30, -1.18)
C (5.05, -2.36, 0.69)
O (6.19, -2.56, 0.24)
H (6.61, -1.87, -0.20)
H (4.87, -1.50, 1.14)
H (4.81, -3.41, 1.36)
H (2.35, -2.86, 0.71)
H (1.29, -0.72, 0.64)
C (2.07, 1.39, -1.15)
C (0.78, 1.92, -0.31)
C (0.77, 2.06, 1.05)
C (-0.69, 1.99, 1.59)
C (-1.58, 2.28, 0.89)
C (-1.50, 2.37, -0.51)
C (-0.32, 2.04, -1.16)
H (-0.11, 2.16, -2.33)
H (-2.37, 2.48, -1.23)
O (-2.78, 2.51, 1.42)
C (-4.01, 2.70, 0.73)
C (-5.34, 2.09, 1.72)
H (-6.22, 2.43, 1.01)
H (-5.12, 2.79, 2.84)
H (-5.13, 1.14, 1.92)
C (-4.13, 3.96, 0.44)
H (-4.19, 4.85, 1.42)
H (-4.97, 4.17, 0.01)
H (-3.22, 4.42, -0.24)
H (-3.98, 2.13, -0.16)
H (-0.67, 2.00, 2.59)
H (1.43, 1.89, 1.72)
H (2.34, 2.17, -1.83)
H (2.98, 2.02, -0.20)
H (1.47, 0.13, -3.18)
H (0.47, -0.45, -1.82)
H (0.99, -2.29, -3.25)
H (2.71, -1.93, -2.99)
H (0.54, -4.01, -0.23)
H (0.15, -3.76, -1.72)
H (-1.82, -1.68, -2.01)
H (-3.21, -0.52, -0.03)
H (-2.50, 0.07, 2.39)
H (-0.99, -0.83, 3.07)
H (-2.66, -1.73, 3.02)

Results
HOMO level: -7.508 eV
ΔE to the lowest compared entry with this formula, charge and spin: 2189.2 kJ/mol
charge: 0
gap between HOMO and LUMO: 0.301 hartree

***

# 5
Formula: C9H11N2
Source: OMol25
Level of theory: ωB97M-V/def2-TZVPD

Element x y z (Å)
C (-0.28, 0.87, -2.94)
C (-0.29, 0.86, -1.73)
C (0.96, 3.07, 2.75)
C (0.47, 3.51, 1.52)
C (1.43, 1.78, 2.78)
C (0.11, 2.62, 0.45)
C (1.25, 0.88, 1.74)
C (0.62, 1.32, 0.59)
C (0.08, 0.34, -0.37)
N (-0.21, -0.90, -0.19)
N (-1.69, -3.30, -2.19)
H (-0.51, 0.88, -3.93)
H (1.03, 3.72, 3.52)
H (0.10, 4.55, 1.43)
H (1.99, 1.43, 3.68)
H (-0.19, 3.08, -0.42)
H (1.59, -0.04, 1.94)
H (-0.02, -1.36, 0.65)
H (-0.53, -1.55, -0.90)
H (-2.71, -3.41, -1.91)
H (-1.39, -2.95, -3.12)
H (-1.27, -4.17, -2.04)

Results
HOMO level: -13.407 eV
ΔE to the lowest compared entry with this formula, charge and spin: 308.3 kJ/mol
charge: +1
gap between HOMO and LUMO: 0.309 hartree

***

# 6
Formula: C28H28Cl3GeN3PbSi
Source: OMol25
Level of theory: ωB97M-V/def2-TZVPD

Element x y z (Å)
Pb (0.43, 2.35, 0.57)
C (-1.83, -2.82, -2.50)
C (-0.61, -2.15, -2.58)
C (-0.16, -1.41, -1.49)
C (-0.88, -1.34, -0.30)
C (-2.09, -2.03, -0.24)
C (-2.56, -2.76, -1.33)
Ge (-0.21, -0.27, 1.22)
C (-1.51, -0.55, 2.66)
C (-1.21, -1.24, 3.83)
C (-2.14, -1.37, 4.85)
C (-3.41, -0.82, 4.71)
C (-3.73, -0.14, 3.54)
C (-2.79, 0.00, 2.54)
C (1.47, -1.15, 1.80)
C (2.29, -0.51, 2.73)
C (3.50, -1.05, 3.12)
C (3.93, -2.26, 2.58)
C (3.14, -2.91, 1.65)
C (1.92, -2.36, 1.27)
H (-2.20, -3.38, -3.35)
H (-0.03, -2.18, -3.49)
H (0.78, -0.88, -1.58)
H (-2.68, -2.01, 0.67)
H (-3.51, -3.28, -1.26)
H (-0.22, -1.67, 3.96)
H (-1.87, -1.89, 5.76)
H (-4.13, -0.91, 5.51)
H (-4.71, 0.31, 3.43)
H (-3.05, 0.56, 1.65)
H (1.97, 0.44, 3.16)
H (4.12, -0.53, 3.85)
H (4.88, -2.68, 2.88)
H (3.46, -3.85, 1.22)
H (1.31, -2.88, 0.54)
Cl (-3.82, 3.29, 1.85)
Si (-1.72, 3.40, 2.22)
Cl (-1.59, 2.95, 4.29)
Cl (-1.47, 5.52, 2.25)
C (-0.78, 2.86, -3.54)
C (-1.50, 2.55, -2.22)
C (-2.59, 1.50, -2.47)
C (-2.14, 3.83, -1.66)
N (-0.57, 1.94, -1.33)
H (-1.47, 3.28, -4.28)
H (-0.34, 1.95, -3.94)
H (0.02, 3.59, -3.38)
H (-3.35, 1.89, -3.15)
H (-3.08, 1.23, -1.53)
H (-2.16, 0.59, -2.89)
H (-2.85, 4.28, -2.35)
H (-1.37, 4.57, -1.43)
H (-2.66, 3.60, -0.73)
N (5.58, -1.96, -4.67)
C (4.99, -1.39, -3.86)
C (4.26, -0.67, -2.86)
C (4.52, -0.88, -1.51)
C (3.78, -0.17, -0.58)
N (2.83, 0.69, -0.93)
C (2.58, 0.89, -2.22)
C (3.26, 0.24, -3.23)
H (5.28, -1.59, -1.19)
H (3.93, -0.32, 0.48)
H (1.76, 1.57, -2.44)
H (3.03, 0.42, -4.27)

Results
HOMO level (alpha / beta): -4.358 / -4.615 eV
ΔE to the lowest compared entry with this formula, charge and spin: 0.0 kJ/mol
charge: -1
2S+1: 2
gap between HOMO and LUMO (alpha / beta): 0.228 / 0.237 hartree

***

# 7
Formula: C13H26As3Cl26F18Mn
Source: OMol25
Level of theory: ωB97M-V/def2-TZVPD

Element x y z (Å)
Mn (-0.65, -1.38, 1.95)
As (-1.87, -4.15, 2.76)
F (-0.48, -5.07, 2.67)
F (-2.40, -4.89, 4.19)
F (-3.24, -3.15, 2.72)
F (-1.37, -3.24, 1.28)
F (-2.63, -5.31, 1.66)
F (-0.97, -2.85, 3.55)
As (-2.70, 0.82, 3.51)
F (-2.46, -0.05, 1.85)
F (-1.18, 0.03, 3.94)
F (-2.86, 1.50, 5.06)
F (-4.10, 1.54, 2.87)
F (-3.62, -0.56, 3.91)
F (-1.73, 2.13, 2.96)
As (0.31, 0.59, -0.50)
F (-0.82, -0.78, -0.33)
F (1.50, -0.64, -0.76)
F (1.58, 1.81, -0.44)
F (-0.93, 1.69, -0.12)
F (0.48, 0.35, 1.30)
F (-0.02, 0.68, -2.14)
C (0.54, -3.73, -4.04)
Cl (-0.62, -4.28, -5.21)
Cl (1.13, -2.07, -4.28)
H (0.08, -3.92, -3.07)
H (1.42, -4.39, -4.16)
C (-4.70, 2.62, -3.39)
Cl (-3.27, 3.25, -2.63)
Cl (-6.15, 3.60, -3.42)
H (-4.50, 2.49, -4.38)
H (-4.99, 1.66, -2.84)
C (3.73, 4.13, 2.35)
Cl (4.52, 5.65, 2.96)
Cl (3.58, 4.14, 0.63)
H (4.31, 3.26, 2.63)
H (2.71, 4.02, 2.79)
C (-2.37, 0.27, -4.62)
Cl (-2.14, 1.31, -6.12)
Cl (-4.02, -0.36, -4.57)
H (-1.66, -0.53, -4.65)
H (-2.17, 0.85, -3.74)
C (-2.50, 4.29, 1.31)
Cl (-0.81, 5.05, 1.50)
Cl (-3.63, 5.32, 0.44)
H (-2.31, 3.37, 0.74)
H (-2.77, 4.10, 2.28)
C (2.05, -3.84, 1.57)
Cl (1.97, -4.36, -0.12)
Cl (1.91, -2.06, 1.93)
H (1.25, -4.32, 2.10)
H (3.03, -4.10, 1.97)
C (-2.05, -4.72, -1.33)
Cl (-2.39, -3.21, -2.22)
Cl (-1.89, -6.13, -2.36)
H (-1.18, -4.63, -0.74)
H (-2.92, -4.85, -0.73)
C (-5.41, -0.68, 0.72)
Cl (-4.68, -0.04, -0.85)
Cl (-6.85, -1.64, 0.38)
H (-4.67, -1.30, 1.13)
H (-5.69, 0.13, 1.43)
C (5.92, 1.05, 0.53)
Cl (5.10, -0.26, 1.47)
Cl (7.02, 0.44, -0.72)
H (5.18, 1.73, 0.11)
H (6.47, 1.58, 1.38)
C (1.48, 0.76, 5.93)
Cl (1.88, -0.48, 7.03)
Cl (2.39, 0.74, 4.42)
H (0.38, 0.66, 5.75)
H (1.69, 1.66, 6.43)
C (5.30, -3.04, -0.97)
Cl (6.86, -3.13, -1.83)
Cl (4.10, -2.17, -1.91)
H (4.89, -3.99, -0.74)
H (5.56, -2.56, -0.01)
C (2.82, 1.09, -3.66)
Cl (3.48, 0.24, -5.09)
Cl (1.80, 2.44, -4.06)
H (2.23, 0.34, -3.09)
H (3.68, 1.39, -3.11)
C (1.27, 5.46, -1.73)
Cl (0.11, 5.72, -3.09)
Cl (2.21, 6.91, -1.39)
H (0.57, 5.30, -0.92)
H (1.91, 4.65, -1.99)

Results
HOMO level (alpha / beta): -8.680 / -8.680 eV
charge: -1
2S+1: 6
gap between HOMO and LUMO (alpha / beta): 0.374 / 0.373 hartree

***

# 8
Formula: C24H41IN3PPd
Source: OMol25
Level of theory: ωB97M-V/def2-TZVPD

Element x y z (Å)
C (-0.67, -0.99, -6.16)
C (-2.10, -0.44, -6.17)
H (0.01, -0.36, -6.74)
H (-0.63, -2.00, -6.59)
H (-0.28, -1.06, -5.14)
H (-2.17, 0.49, -5.60)
H (-2.42, -0.22, -7.20)
H (-2.80, -1.16, -5.74)
C (3.35, 2.21, -0.86)
C (4.42, 2.96, -0.39)
C (4.16, 4.10, 0.35)
C (2.84, 4.46, 0.61)
H (3.47, 1.30, -1.45)
H (5.43, 2.64, -0.62)
H (4.97, 4.71, 0.74)
H (2.62, 5.34, 1.19)
N (2.07, 2.54, -0.62)
C (1.80, 3.66, 0.11)
C (0.38, 3.95, 0.32)
N (-0.51, 3.07, -0.24)
C (-1.83, 3.29, -0.08)
C (-1.44, 5.27, 1.21)
C (-2.33, 4.37, 0.64)
H (-2.48, 2.56, -0.54)
H (-3.40, 4.49, 0.73)
C (-0.08, 5.06, 1.05)
H (0.64, 5.74, 1.48)
H (-1.79, 6.13, 1.77)
Pd (0.32, 1.49, -1.28)
I (1.50, -0.43, -2.54)
C (-1.75, -1.78, -1.52)
C (-0.83, -2.50, -0.51)
C (-1.64, -3.63, 0.17)
C (0.24, -3.33, -1.29)
P (-0.16, -1.23, 0.86)
N (0.07, 0.36, 0.41)
C (-1.55, -0.85, 2.19)
C (-1.73, -2.02, 3.18)
C (-1.24, 0.42, 3.01)
C (-2.90, -0.55, 1.50)
C (1.54, -1.74, 1.65)
C (2.65, -1.61, 0.60)
C (1.92, -0.82, 2.82)
C (1.52, -3.19, 2.18)
H (-2.14, -2.50, -2.28)
H (-1.21, -0.99, -2.07)
H (-2.62, -1.30, -1.05)
H (-2.01, -4.37, -0.58)
H (-1.02, -4.18, 0.91)
H (-2.56, -3.29, 0.66)
H (0.96, -2.81, -1.90)
H (-0.26, -4.01, -2.01)
H (0.84, -3.98, -0.64)
H (-0.83, -2.15, 3.80)
H (-2.56, -1.80, 3.89)
H (-1.97, -2.98, 2.71)
H (-1.16, 1.32, 2.36)
H (-2.06, 0.62, 3.74)
H (-0.32, 0.36, 3.61)
H (-2.80, 0.29, 0.78)
H (-3.34, -1.41, 0.97)
H (-3.67, -0.26, 2.25)
H (2.72, -0.57, 0.23)
H (3.64, -1.88, 1.03)
H (2.48, -2.28, -0.26)
H (1.25, -1.00, 3.69)
H (2.94, -1.06, 3.19)
H (1.90, 0.25, 2.52)
H (1.33, -3.93, 1.39)
H (2.51, -3.45, 2.62)
H (0.76, -3.34, 2.96)

Results
HOMO level (alpha / beta): -14.589 / -14.993 eV
ΔE to the lowest compared entry with this formula, charge and spin: 49.6 kJ/mol
charge: +2
2S+1: 5
gap between HOMO and LUMO (alpha / beta): 0.303 / 0.200 hartree

***

# 9
Formula: C20H34O3P2Sn
Source: OMol25
Level of theory: ωB97M-V/def2-TZVPD

Element x y z (Å)
Sn (0.60, -0.52, 0.35)
C (0.97, -2.23, -1.35)
O (0.86, -3.07, -2.13)
C (0.76, -1.81, 2.29)
O (0.87, -2.14, 3.39)
C (-0.03, 1.67, 0.96)
O (-0.10, 2.80, 1.17)
C (-2.57, -2.58, -0.29)
P (-2.16, -0.76, -0.12)
H (-4.07, -0.08, -1.38)
H (-2.06, -2.84, -1.23)
C (-3.31, -0.23, 1.25)
H (-4.19, -0.88, 1.11)
C (-4.07, -2.83, -0.47)
H (-4.58, -2.12, -1.12)
H (-4.59, -2.85, 0.50)
H (-4.20, -3.83, -0.92)
C (-2.00, -3.47, 0.81)
H (-2.59, -3.43, 1.73)
C (-2.62, 1.42, -1.91)
H (-0.95, -3.27, 1.06)
H (-2.05, -4.51, 0.45)
C (-2.76, -0.89, -2.90)
H (-1.84, 1.48, -2.68)
H (-3.50, 1.95, -2.30)
H (-2.26, 2.00, -1.04)
C (-2.99, -0.04, -1.63)
H (-3.04, -0.30, -3.78)
H (-3.35, -1.80, -2.93)
H (-1.70, -1.16, -3.01)
C (-3.77, 1.22, 1.10)
H (-2.94, 1.93, 1.15)
H (-4.46, 1.45, 1.92)
H (-4.32, 1.39, 0.17)
C (-2.76, -0.47, 2.65)
H (-2.42, -1.49, 2.84)
H (-3.56, -0.26, 3.38)
H (-1.92, 0.21, 2.88)
H (0.45, 1.53, -3.28)
H (1.09, 1.16, -3.14)
C (4.19, -1.19, 0.07)
P (3.13, 0.20, 0.64)
C (3.36, 0.48, 2.42)
C (3.97, 1.73, 0.02)
C (4.59, 1.74, -1.25)
C (5.44, 2.79, -1.61)
C (5.66, 3.87, -0.73)
C (4.94, 3.93, 0.46)
C (4.08, 2.89, 0.82)
H (3.82, -2.15, 0.45)
H (5.22, -1.06, 0.43)
H (4.21, -1.25, -1.03)
H (4.37, 0.85, 2.61)
H (2.66, 1.25, 2.77)
H (3.22, -0.44, 2.99)
H (4.40, 0.91, -1.93)
H (5.94, 2.77, -2.58)
H (6.38, 4.65, -0.99)
H (5.07, 4.79, 1.14)
H (3.51, 2.95, 1.74)

Results
HOMO level (alpha / beta): -20.738 / -20.738 eV
charge: +4
gap between HOMO and LUMO (alpha / beta): 0.176 / 0.176 hartree

***

In order of appearance, maximum force = 3.07, 4.27, 19.24, 17.54, 5.57, 0.67, 3.48, 1.99, 6.15 eV/A.